The following is a DFT calculation (ωB97M-V with the def2-TZVPD basis set) of C42H103F2N10O9S2V as an isolated structure at a distorted geometry.

Last column: Mulliken spin population.
Atoms and positions in Å:
O  -0.213780  0.855381  3.773292  -0.27
V  -0.437130  -0.672789  3.358112  1.24
N  -0.062960  -0.867029  1.386942  -0.02
S  -0.753860  -1.358209  0.073982  0.01
O  -0.108520  -2.297749  -0.777318  -0.01
O  -1.643140  -0.330179  -0.443498  0.01
F  -1.901180  -2.300889  0.720582  0.01
S  1.140640  -0.122709  0.285122  0.01
O  0.781880  0.902561  -0.693408  0.00
O  2.304960  -0.953939  -0.030778  0.01
F  1.800240  0.778311  1.491942  0.00
C  -3.621350  -3.279799  -3.076958  0.00
C  -5.014340  -3.636339  -2.492008  0.00
N  -5.211730  -3.334379  -1.089258  0.00
C  -5.237630  -1.845059  -0.897458  0.00
C  -6.608740  -1.315379  -1.362148  0.00
C  -4.314700  -3.865839  -0.145048  0.00
C  -4.701620  -3.652279  1.310012  0.00
H  -2.834920  -3.746639  -2.483928  0.00
H  -3.553230  -2.192379  -3.045378  0.00
H  -3.521980  -3.587229  -4.117968  0.00
H  -5.793640  -3.042209  -2.969298  0.00
H  -5.143340  -4.693469  -2.724228  0.00
H  -5.153950  -1.435749  0.109302  0.00
H  -4.407060  -1.403279  -1.447998  0.00
H  -7.303810  -1.825929  -0.695588  0.00
H  -6.500520  -0.235549  -1.260338  0.00
H  -6.783330  -1.529239  -2.416608  0.00
H  -3.261670  -3.606019  -0.253368  0.00
H  -4.255960  -4.942799  -0.302518  0.00
H  -4.207830  -4.229579  2.091682  0.00
H  -5.742750  -3.876579  1.542072  0.00
H  -4.457780  -2.653889  1.673132  0.00
C  -3.717410  0.822841  -3.992788  0.00
C  -3.746900  2.381581  -3.868658  0.00
N  -2.561190  2.999901  -3.369958  0.00
C  -2.279180  2.527901  -2.012648  0.00
C  -1.134050  3.286681  -1.353708  0.00
C  -1.316990  2.796941  -4.249018  0.00
C  -1.558460  3.623771  -5.534898  0.00
H  -2.901950  0.463221  -4.620338  0.00
H  -4.694690  0.457611  -4.308428  0.00
H  -3.563960  0.516141  -2.958148  0.00
H  -4.020380  2.831621  -4.822998  0.00
H  -4.553740  2.501431  -3.145648  0.00
H  -3.163700  2.876351  -1.479438  0.00
H  -2.296350  1.444241  -1.896478  0.00
H  -0.133370  2.854701  -1.365638  0.00
H  -1.114340  4.338351  -1.639538  0.00
H  -1.392700  3.235651  -0.296078  0.00
H  -0.967890  1.800191  -4.518678  0.00
H  -0.582700  3.406491  -3.722378  0.00
H  -0.622940  3.875301  -6.034538  0.00
H  -2.044290  4.581241  -5.346978  0.00
H  -2.138290  3.059961  -6.265668  0.00
C  1.074650  7.749611  3.879162  0.00
C  1.671430  6.290951  3.651022  0.00
N  0.603830  5.306621  3.595742  0.00
C  1.037120  4.088091  2.872522  0.00
C  1.307920  4.272411  1.351322  0.00
C  -0.153220  5.126991  4.859052  0.00
C  0.783550  4.459551  5.819512  0.00
H  0.888050  8.039801  4.913122  0.00
H  0.201410  7.854351  3.235292  0.00
H  1.845840  8.405501  3.475212  0.00
H  2.344160  6.310361  2.793612  0.00
H  2.284370  6.041361  4.517112  0.00
H  1.883410  3.573241  3.327302  0.00
H  0.200690  3.390531  2.916062  0.00
H  2.144770  4.962351  1.242832  0.00
H  1.450240  3.275711  0.933672  0.00
H  0.496730  4.798051  0.847562  0.00
H  -1.031700  4.500371  4.705022  0.00
H  -0.494560  6.130681  5.112422  0.00
H  1.362740  3.614251  5.447872  0.00
H  0.137490  4.179091  6.651402  0.00
H  1.509170  5.159001  6.234642  0.00
C  1.372640  -4.079929  -4.458998  0.00
C  0.897560  -3.035389  -5.495618  0.00
N  1.416700  -1.700259  -5.147028  0.00
C  1.046220  -0.780049  -6.279188  0.00
C  1.954140  0.454061  -6.179578  0.00
C  0.991180  -1.181699  -3.794578  0.00
C  -0.493670  -1.098559  -3.659808  0.00
H  2.449560  -4.161229  -4.311568  0.00
H  1.064890  -5.037459  -4.879158  0.00
H  1.009970  -3.746859  -3.486558  0.00
H  1.267320  -3.385689  -6.459298  0.00
H  -0.189740  -3.013849  -5.422148  0.00
H  1.161720  -1.311239  -7.223968  0.00
H  0.055620  -0.325759  -6.300108  0.00
H  1.527550  1.248991  -6.791308  0.00
H  2.119700  0.893851  -5.196078  0.00
H  2.925780  0.292481  -6.646368  0.00
H  1.398790  -0.186549  -3.616738  0.00
H  1.529510  -1.770999  -3.052258  0.00
H  -0.835560  -0.335019  -4.358538  0.00
H  -0.725820  -0.790939  -2.640208  0.00
H  -1.022010  -2.041839  -3.798288  0.00
C  4.797160  2.966301  2.864632  0.00
C  5.582170  2.271651  3.940952  0.00
N  4.904570  1.252921  4.784982  0.00
C  3.774870  1.802471  5.526552  0.00
C  3.944170  2.953001  6.527272  0.00
C  5.875290  0.643861  5.716652  0.00
C  6.935580  -0.252849  5.067912  0.00
H  4.132870  2.446011  2.174622  0.00
H  5.523290  3.554451  2.303462  0.00
H  4.167660  3.735131  3.312672  0.00
H  6.488310  1.846791  3.509072  0.00
H  5.935660  3.127191  4.516452  0.00
H  3.084550  2.141081  4.753962  0.00
H  3.183870  0.936041  5.823392  0.00
H  3.937260  3.884761  5.961692  0.00
H  3.151650  3.109911  7.258972  0.00
H  4.854820  2.761681  7.094902  0.00
H  5.300530  0.183801  6.520462  0.00
H  6.479760  1.407231  6.206532  0.00
H  6.532270  -0.947709  4.331292  0.00
H  7.414570  -0.913499  5.790542  0.00
H  7.679680  0.213681  4.422332  0.00
C  -3.813280  -0.326849  3.026042  0.00
O  -2.552500  -0.566179  3.100622  -0.01
N  -4.260530  0.660541  2.359732  0.01
C  -5.705260  0.724651  2.143142  0.00
C  -3.530150  1.688621  1.475242  0.00
H  -4.586270  -0.862039  3.598982  0.00
H  -6.154010  1.548301  2.698412  0.00
H  -6.248160  -0.173429  2.437802  0.00
H  -5.811140  1.002881  1.094582  0.00
H  -3.568890  1.286291  0.462952  0.00
H  -3.946790  2.689741  1.586012  0.00
H  -2.494380  1.849081  1.774442  0.00
C  -0.978340  -7.698039  -1.066548  0.00
O  -1.357610  -7.329899  0.083792  0.00
N  -0.151920  -6.860009  -1.800878  0.00
C  0.147950  -5.439709  -1.442538  0.00
C  0.337280  -7.301269  -3.091608  0.00
H  -1.161930  -8.655169  -1.578798  0.00
H  -0.386160  -5.090519  -0.558858  0.00
H  -0.299710  -4.767309  -2.174368  0.00
H  1.228430  -5.297549  -1.463688  0.00
H  0.164470  -6.527409  -3.839528  0.00
H  1.411090  -7.464509  -3.000068  0.00
H  -0.363310  -8.074689  -3.406408  0.00
C  6.181510  1.993291  -2.840078  0.00
O  6.637760  1.289501  -3.763168  0.00
N  4.913320  1.873451  -2.244508  0.00
C  4.351520  2.843601  -1.326588  0.00
C  3.989280  0.881161  -2.795498  0.00
H  6.616830  2.934541  -2.470278  0.00
H  3.991780  2.338401  -0.430238  0.00
H  3.487790  3.402071  -1.687398  0.00
H  5.093090  3.481011  -0.845038  0.00
H  3.068700  1.429831  -2.994488  0.00
H  4.341220  0.490111  -3.750128  0.00
H  3.816340  0.043191  -2.120208  0.00
C  -1.018350  -4.055509  3.763262  0.00
O  -0.918600  -2.829579  3.682272  0.01
N  -0.223680  -4.814559  3.062412  0.00
C  -0.338210  -6.257699  3.020142  0.00
C  0.764930  -4.409339  2.151012  0.00
H  -1.792090  -4.572579  4.351612  0.00
H  -0.632650  -6.470499  1.992472  0.00
H  -0.964580  -6.731359  3.776062  0.00
H  0.620860  -6.689689  3.305952  0.00
H  1.600040  -4.992199  2.539532  0.00
H  0.489900  -4.769739  1.159762  0.00
H  1.083950  -3.367129  2.162802  0.00

Cartesian forces, eV/Å:
O 0.0 -3.9 -0.6
V -3.1 2.3 0.0
N 3.2 1.0 -1.7
S -10.0 -2.7 -1.8
O 1.1 0.9 0.5
O 1.9 -1.0 0.2
F 1.2 0.2 0.7
S 8.0 4.2 0.8
O -0.5 -2.6 2.1
O -3.2 0.5 0.7
F -1.3 -0.8 -0.6
C -0.8 0.5 0.4
C 0.8 -0.1 -0.5
N -0.5 2.3 1.1
C -1.0 -0.3 -1.5
C 1.6 -0.1 0.0
C 1.3 -2.5 1.0
C -0.3 0.4 1.1
H 0.1 0.1 -0.1
H 0.6 0.0 -0.1
H -0.1 -0.1 0.0
H 0.2 -0.5 -0.5
H -0.6 -0.1 0.5
H 0.3 -1.0 0.3
H 0.1 0.3 -0.1
H -0.5 0.5 -0.3
H -0.8 0.2 0.1
H -0.3 0.0 0.2
H 0.1 0.6 -0.3
H -0.3 -0.4 0.0
H 0.7 -0.7 -0.6
H -0.3 0.3 -0.5
H -0.3 0.4 -0.3
C 0.2 1.0 0.5
C -0.7 -1.4 -0.8
N 2.4 -1.3 -0.4
C -0.7 1.3 -0.3
C 0.0 -0.6 0.9
C -1.8 3.0 -0.2
C 0.3 -0.5 -0.4
H -0.2 -0.1 0.0
H 0.1 -0.1 -0.2
H 0.1 -0.7 -0.2
H -0.1 0.1 0.1
H -0.1 0.8 0.0
H -0.3 -0.1 0.3
H 0.8 -0.1 0.0
H -0.2 0.0 -0.6
H -0.1 -0.1 -0.1
H 0.2 0.3 0.4
H -0.2 -0.2 0.5
H 0.4 -0.7 0.1
H 0.2 -0.2 0.1
H -0.2 -0.2 0.3
H -0.2 0.1 0.0
C 1.3 -1.1 -1.0
C -1.2 1.3 1.8
N -0.2 -0.4 -2.4
C -1.4 0.4 -0.3
C -0.1 0.8 1.3
C 1.8 -0.2 -2.0
C -0.5 0.5 2.0
H -0.1 -0.3 -0.1
H -0.1 0.1 0.3
H -0.1 0.4 0.2
H -0.5 -0.3 -0.2
H 0.6 0.2 0.1
H 0.4 0.0 0.2
H -0.2 -0.2 0.3
H 0.4 -0.5 -0.4
H 0.3 0.3 -0.3
H -0.3 -0.3 0.1
H 0.0 0.0 -0.4
H 0.0 -0.2 0.6
H -0.5 -0.1 -0.2
H 0.4 -0.5 0.4
H 0.0 0.1 0.0
C 0.1 0.7 -0.6
C 1.1 -0.1 2.1
N -0.6 0.7 -1.3
C 1.4 0.9 1.6
C 0.3 0.4 -1.4
C 0.9 -0.7 -1.4
C -0.3 0.1 0.9
H 0.2 0.4 -0.5
H -0.4 -0.1 0.8
H -0.5 -0.8 0.0
H -0.2 0.6 -0.2
H -0.3 -0.3 -0.6
H 0.2 0.1 0.1
H -0.7 -0.7 0.4
H -0.2 0.2 0.0
H -0.2 -0.4 0.1
H 0.2 -0.3 0.3
H 0.1 0.1 -0.5
H -0.4 -0.3 0.1
H -0.4 -0.2 0.1
H -0.2 0.3 -0.2
H 0.0 0.0 -0.2
C -0.7 1.0 -0.2
C 0.1 -0.5 0.3
N 1.0 0.7 0.1
C -1.7 -0.2 -1.3
C 0.3 -0.5 -0.1
C 0.7 0.5 -0.5
C -0.6 -1.2 -0.8
H 0.3 -0.6 0.1
H 0.0 -0.1 -0.3
H -0.2 0.1 0.2
H -0.2 -0.4 0.0
H 0.3 0.0 0.7
H 0.0 0.5 -0.3
H 0.3 -0.1 1.1
H 0.7 0.1 0.1
H -0.3 -0.6 -0.1
H 0.1 0.6 0.0
H 0.1 -0.5 -0.2
H -0.1 0.5 0.3
H -0.7 -0.2 0.1
H 0.2 0.4 0.2
H 0.2 0.7 0.7
C 3.2 -0.3 0.9
O 0.3 -0.5 0.6
N -1.3 2.5 -2.0
C -0.4 1.0 -0.1
C 0.4 -1.2 1.1
H 0.6 -0.4 -0.2
H 0.2 0.1 0.2
H 0.3 -0.1 -0.4
H -0.5 -0.5 0.0
H 0.0 0.3 0.0
H -0.7 -0.4 -0.1
H 0.0 -0.7 0.1
C 1.1 3.4 2.3
O 0.3 -1.6 -2.7
N -1.2 0.1 0.7
C -1.0 -0.9 -0.5
C -0.8 0.9 0.1
H -0.2 0.1 0.4
H 0.5 -0.7 0.4
H 0.2 -0.3 -0.5
H -0.1 0.2 0.4
H 0.2 0.2 0.1
H -0.1 -0.7 -0.5
H 0.9 -0.7 -0.1
C -1.3 -0.4 -1.4
O -1.1 1.5 2.6
N 1.4 -0.7 -1.4
C 0.3 -0.6 1.1
C 0.0 0.5 0.0
H 0.7 -0.3 0.0
H -0.3 -0.5 0.0
H 0.2 0.2 -0.5
H 0.3 0.3 -0.8
H -0.4 -0.3 0.1
H 0.3 0.1 0.2
H -0.1 0.1 0.1
C 0.3 -1.2 -0.7
O 0.4 3.8 0.6
N -1.9 -0.9 1.5
C 0.0 -0.8 0.4
C 1.8 0.2 -0.2
H 0.3 0.3 0.0
H 0.0 -0.8 0.2
H -0.7 0.7 -0.2
H 0.3 0.1 -0.6
H 0.7 0.2 -0.8
H 0.2 0.3 0.0
H -0.6 0.0 0.0

- total charge = +1
- ⟨S²⟩ = 0.790
- ΔE to the lowest compared entry with this formula, charge and spin (eV) = 6.630
- gap between HOMO and LUMO (alpha / beta) (eV) = 3.9400 / 4.4272
- HOMO (alpha / beta) (Eh) = -0.3565 / -0.3565
- 2S+1 = 2
- LUMO (alpha / beta) (eV) = -5.760 / -5.273